(1)
A molecular structure, C25H29N13SeTi, computed with ωB97M-V/def2-TZVPD.

As for the energy relative to the best compared isomer or geometry (same formula, charge and spin): 0.567 eV. For the total energy, the calculation gives -4932.89774 hartree. The max |F| comes out at 0.004 hartree/bohr. Its spin multiplicity is 1. The calculation puts the HOMO-LUMO gap (alpha / beta) at 5.6 / 5.6 eV. As for the net charge: -2. The value obtained for the molar mass is 638.425 g mol⁻¹.

Geometry (Å):
1 Ti 1.964 -0.662 -0.645
2 N 0.012 -0.262 0.317
3 C -1.148 -0.570 -0.552
4 C -0.969 -1.949 -1.158
5 N 0.379 -2.051 -1.735
6 H -0.079 -0.791 1.183
7 H -0.092 0.702 0.635
8 H -1.169 0.190 -1.335
9 H -2.076 -0.504 0.022
10 H -1.757 -2.134 -1.895
11 H -1.064 -2.715 -0.388
12 H 0.424 -1.631 -2.657
13 H 0.714 -3.006 -1.814
14 N 3.313 0.778 -3.577
15 C 2.218 1.420 -3.036
16 N 1.763 2.578 -3.476
17 N 0.719 2.852 -2.663
18 N 0.565 1.924 -1.792
19 N 1.508 0.963 -2.001
20 C 3.503 -0.583 -3.422
21 N 4.140 -1.338 -4.298
22 N 4.084 -2.577 -3.763
23 N 3.470 -2.557 -2.633
24 N 3.079 -1.284 -2.372
25 H 3.627 1.154 -4.457
26 C 1.944 -6.150 0.326
27 C 3.239 -5.686 0.105
28 C 3.533 -4.338 0.180
29 C 2.526 -3.414 0.477
30 C 1.241 -3.886 0.732
31 C 0.947 -5.242 0.646
32 N 2.787 -2.031 0.508
33 N 3.926 -1.748 1.220
34 C 4.141 -0.435 1.174
35 C 5.246 0.130 1.885
36 C 5.450 1.477 1.871
37 C 4.585 2.341 1.150
38 C 3.535 1.810 0.444
39 C 3.267 0.417 0.419
40 H 1.721 -7.208 0.258
41 H 4.025 -6.388 -0.148
42 H 4.527 -3.961 -0.011
43 H 0.481 -3.180 1.042
44 H -0.060 -5.586 0.853
45 H 5.902 -0.537 2.434
46 H 6.288 1.898 2.418
47 H 4.763 3.410 1.151
48 H 2.891 2.482 -0.118
49 C -6.952 4.625 0.275
50 C -5.934 3.658 0.824
51 C -6.301 2.613 1.657
52 C -5.367 1.724 2.186
53 C -5.843 0.617 3.082
54 C -3.999 1.865 1.881
55 Se -2.712 0.659 2.608
56 C -3.620 2.926 1.031
57 C -2.183 3.142 0.652
58 C -4.583 3.793 0.526
59 H -7.967 4.268 0.461
60 H -6.835 4.759 -0.803
61 H -6.859 5.613 0.735
62 H -7.351 2.477 1.907
63 H -6.928 0.662 3.211
64 H -5.355 0.674 4.058
65 H -5.564 -0.358 2.674
66 H -1.809 2.324 0.032
67 H -1.549 3.174 1.540
68 H -2.060 4.064 0.082
69 H -4.261 4.600 -0.127

Atomic forces in eV per Å
-0.1 0.0 0.0
-0.2 0.0 0.1
0.0 0.0 0.0
0.0 0.0 0.0
0.0 0.0 0.0
0.0 0.0 0.0
0.1 0.0 -0.1
0.0 0.0 0.0
0.0 0.0 0.0
0.0 0.0 0.0
0.0 0.0 0.0
0.0 0.0 0.0
0.0 0.0 0.0
0.0 0.0 0.0
0.0 0.0 0.0
0.0 0.0 0.0
0.0 0.0 0.0
-0.1 0.0 0.0
0.1 0.1 0.0
0.0 0.0 0.0
-0.1 0.0 0.0
0.1 0.0 0.0
-0.1 0.0 0.0
0.1 0.0 -0.1
0.0 0.0 0.0
0.0 0.0 0.0
0.0 0.0 0.0
0.0 0.0 0.0
0.0 0.0 0.0
0.0 0.0 0.0
0.0 0.0 0.0
0.1 0.0 0.0
0.0 0.0 0.0
0.0 0.0 0.0
0.0 0.0 0.0
0.0 0.0 0.0
0.0 0.0 0.0
0.0 0.0 0.0
0.1 0.0 0.0
0.0 0.0 0.0
0.0 0.0 0.0
0.0 0.0 0.0
0.0 0.0 0.0
0.0 0.0 0.0
0.0 0.0 0.0
0.0 0.0 0.0
0.0 0.0 0.0
0.0 0.0 0.0
0.0 0.0 0.0
0.0 0.0 0.0
0.0 0.0 0.0
0.0 0.0 0.0
0.0 0.0 0.0
0.0 0.0 0.0
0.0 0.0 0.0
0.0 0.0 0.0
0.0 0.0 0.0
0.0 0.0 0.0
0.0 0.0 0.0
0.0 0.0 0.0
0.0 0.0 0.0
0.0 0.0 0.0
0.0 0.0 0.0
0.0 0.0 0.0
0.0 0.0 0.0
0.0 0.0 0.0
0.0 0.0 0.0
0.0 0.0 0.0
0.0 0.0 0.0



(2)
C25H29N3O3 in the gas phase, computed with ωB97M-V/def2-TZVPD.

As for the energy relative to the best compared isomer or geometry (same formula, charge and spin): 2.964 eV. For the total energy, the calculation gives -1360.04553 hartree. The max |F| comes out at 0.016 hartree/bohr. Its spin multiplicity is 1. The calculation puts the HOMO-LUMO gap at 8.9 eV. The value obtained for the molar mass is 419.525 g mol⁻¹. Its SMILES is CCOC(=O)C1CCN(Cc2cn(C)nc2-c2ccc(Oc3ccccc3)cc2)CC1.

Geometry (Å):
1 C -3.508 -3.707 1.150
2 C -2.693 -2.474 0.787
3 O -1.311 -2.650 1.101
4 C -0.552 -3.263 0.186
5 O -0.974 -3.661 -0.869
6 C 0.883 -3.422 0.665
7 C 1.389 -2.179 1.397
8 C 1.519 -1.016 0.421
9 N 2.452 -1.347 -0.641
10 C 2.684 -0.211 -1.528
11 C 3.351 0.919 -0.817
12 C 4.706 1.055 -0.597
13 N 4.886 2.163 0.148
14 C 6.123 2.721 0.608
15 N 3.732 2.750 0.437
16 C 2.780 2.025 -0.138
17 C 1.370 2.367 0.029
18 C 0.902 2.734 1.289
19 C -0.437 2.992 1.498
20 C -1.337 2.890 0.442
21 O -2.652 3.193 0.700
22 C -3.652 2.495 0.081
23 C -4.869 3.152 -0.081
24 C -5.944 2.488 -0.640
25 C -5.818 1.169 -1.044
26 C -4.611 0.513 -0.872
27 C -3.529 1.166 -0.310
28 C -0.873 2.579 -0.831
29 C 0.469 2.321 -1.030
30 C 1.966 -2.489 -1.398
31 C 1.818 -3.718 -0.507
32 H -4.560 -3.516 0.959
33 H -3.375 -3.949 2.201
34 H -3.187 -4.554 0.548
35 H -3.012 -1.606 1.368
36 H -2.786 -2.263 -0.283
37 H 0.871 -4.274 1.356
38 H 0.710 -1.905 2.205
39 H 2.371 -2.395 1.819
40 H 1.897 -0.140 0.952
41 H 0.522 -0.759 0.014
42 H 3.343 -0.557 -2.330
43 H 1.737 0.126 -1.982
44 H 5.528 0.446 -0.917
45 H 6.757 3.003 -0.235
46 H 5.887 3.606 1.195
47 H 6.660 2.004 1.232
48 H 1.604 2.804 2.106
49 H -0.807 3.268 2.474
50 H -4.951 4.179 0.241
51 H -6.883 3.006 -0.765
52 H -6.657 0.654 -1.485
53 H -4.510 -0.519 -1.175
54 H -2.592 0.648 -0.165
55 H -1.564 2.548 -1.661
56 H 0.822 2.107 -2.028
57 H 2.689 -2.705 -2.190
58 H 0.995 -2.270 -1.874
59 H 1.422 -4.542 -1.102
60 H 2.797 -4.000 -0.117

Atomic forces in eV per Å
0.4 0.2 -0.1
-0.5 -0.1 -0.2
0.1 0.1 0.3
0.2 -0.2 0.0
-0.1 0.0 -0.1
0.1 0.0 0.0
-0.2 0.1 -0.1
0.1 0.0 0.3
0.0 0.0 -0.1
0.1 -0.1 0.1
0.1 0.2 0.0
-0.3 0.1 -0.1
-0.2 -0.5 -0.3
0.4 0.2 0.1
-0.4 0.6 0.3
0.7 -0.2 -0.2
-0.2 0.2 0.1
0.0 -0.1 -0.2
-0.4 0.0 -0.1
0.5 -0.1 -0.1
0.0 0.2 0.1
-0.4 -0.3 -0.2
0.3 0.1 0.1
0.0 0.0 0.0
-0.1 -0.1 -0.1
-0.1 0.0 0.0
0.2 0.1 0.2
-0.3 0.1 0.1
0.1 0.0 0.1
0.1 -0.2 0.0
-0.3 0.1 -0.2
-0.1 0.0 0.0
0.0 0.0 0.1
0.0 -0.1 0.0
0.1 -0.1 -0.1
0.0 0.1 0.2
0.0 0.0 0.0
0.1 0.0 0.0
0.0 0.0 0.0
-0.1 0.0 0.0
0.0 0.1 0.0
-0.1 0.0 0.0
0.1 -0.1 0.0
0.2 -0.1 -0.1
0.0 0.0 0.1
0.0 -0.1 0.0
0.0 0.1 0.0
0.1 0.0 0.1
-0.1 0.0 0.1
0.0 0.1 0.0
-0.1 0.0 0.0
-0.1 0.0 0.0
0.0 -0.1 0.0
0.0 0.0 0.0
0.0 0.0 0.0
0.0 0.0 -0.1
-0.1 0.0 0.0
0.1 0.0 0.0
0.1 0.0 0.0
0.0 0.0 0.0



(3)
A molecular structure, C25H29N3O3, computed with ωB97M-V/def2-TZVPD.

As for the energy relative to the best compared isomer or geometry (same formula, charge and spin): 22.727 eV. For the total energy, the calculation gives -1359.31923 hartree. The max |F| comes out at 0.384 hartree/bohr. Its spin multiplicity is 1. The calculation puts the HOMO-LUMO gap at 8.0 eV. The value obtained for the molar mass is 419.525 g mol⁻¹.

Geometry (Å):
1 C 0.304 3.144 -1.692
2 H -0.402 2.916 -1.075
3 O 1.555 2.456 -1.545
4 C 2.114 2.504 -0.360
5 C 1.669 3.226 0.518
6 C 2.315 3.420 1.897
7 C 3.423 2.625 2.200
8 C 3.908 1.911 0.911
9 C 3.168 1.798 -0.247
10 C 3.727 0.748 -1.208
11 N 3.217 -0.361 -0.837
12 C 4.068 -1.307 -0.410
13 O 5.352 -1.261 -0.217
14 C 3.709 -2.700 0.140
15 H 3.684 -2.805 1.070
16 H 4.378 -3.535 -0.090
17 C 2.348 -3.350 -0.360
18 C 1.330 -2.050 -0.172
19 C 0.060 -2.232 -0.767
20 O -0.401 -2.188 -1.759
21 N -0.968 -2.771 0.142
22 C -0.764 -2.727 1.804
23 H 0.313 -3.173 1.895
24 H -1.475 -3.380 2.301
25 H -0.668 -1.657 1.864
26 C -2.240 -2.844 -0.186
27 C -2.945 -1.699 -0.175
28 C -3.712 -0.722 0.716
29 C -4.036 0.408 0.373
30 C -4.623 1.510 0.817
31 C -4.624 2.826 -0.035
32 C -3.963 2.782 -1.317
33 C -3.204 1.771 -1.675
34 C -3.271 0.424 -0.984
35 N -2.694 -0.717 -1.199
36 H -2.001 -0.689 -1.926
37 H -2.669 1.803 -2.802
38 H -3.941 3.760 -1.468
39 H -5.188 3.627 0.391
40 H -5.319 1.616 1.770
41 C -4.229 -1.511 2.177
42 H -3.958 -0.909 3.119
43 H -4.275 -2.554 2.100
44 H -5.422 -1.353 2.110
45 H -2.946 -3.488 0.426
46 H -2.181 -3.344 -1.201
47 H 1.457 -1.759 0.825
48 C 2.030 -1.028 -1.111
49 H 1.327 0.115 -1.114
50 H 1.665 -1.122 -2.149
51 H 2.389 -3.407 -1.517
52 H 1.972 -4.017 0.084
53 H 3.461 1.112 -2.275
54 H 4.846 0.707 -1.144
55 H 4.935 1.223 1.279
56 H 4.120 2.932 3.159
57 H 2.009 4.125 2.546
58 H 0.672 4.004 0.604
59 H -0.035 2.965 -2.760
60 H 0.628 4.201 -1.461

Atomic forces in eV per Å
5.2 2.8 -5.0
-4.1 -2.0 4.0
-2.5 -1.0 -3.2
-2.6 -1.1 -6.8
-5.7 10.3 13.5
1.6 -4.3 -4.3
1.3 1.7 -2.5
2.3 -1.5 5.9
9.3 -4.1 2.7
2.0 9.2 -4.1
0.8 -11.2 2.6
6.9 -3.1 2.9
-3.7 1.9 -1.3
-2.9 -2.1 -8.5
-0.2 0.5 8.3
1.0 1.0 -0.7
4.0 13.2 -7.9
5.8 0.0 -2.7
-2.0 -3.7 13.8
-2.7 2.2 -15.0
7.1 -0.4 7.6
3.4 -0.9 -4.6
-2.1 0.7 0.3
-0.2 0.7 0.0
-0.7 0.3 1.5
-3.3 -6.3 -2.2
-4.5 12.4 -0.5
2.6 -18.0 7.6
1.8 6.4 -8.0
-4.0 8.1 0.4
0.4 -7.1 2.2
-2.1 -0.2 5.6
2.6 -5.7 -4.2
-2.4 6.7 1.0
0.7 -1.1 -0.6
0.2 -1.0 -0.3
-1.2 -0.1 3.2
0.7 4.0 -3.1
0.0 0.6 -0.2
1.9 -0.7 -1.9
-3.2 5.1 -2.1
0.1 -1.6 -1.4
1.2 -1.5 0.4
2.3 0.1 0.3
1.6 -0.4 -0.2
-1.1 0.6 0.6
-0.7 0.5 1.4
-7.1 6.3 -1.2
0.7 -3.1 0.6
1.4 -1.0 -0.1
-0.1 -0.7 2.0
-4.6 -10.1 6.2
0.4 -1.0 1.3
-1.1 0.1 0.1
-3.1 1.9 -2.1
-1.8 -1.4 -2.7
-1.6 2.3 2.0
2.9 -2.7 -1.2
0.6 0.5 1.3
-1.1 -0.6 -0.9